1.
{
  "formula": "C4H5NOS",
  "method": "ωB97M-V/def2-TZVPD",
  "orbital_gap_ev": 8.3,
  "relative_energy_kcal_mol": 84.8,
  "total_charge": 0,
  "symbols": ["C", "C", "C", "C", "N", "O", "S", "H", "H", "H", "H", "H"],
  "xyz": [[0.9725, -1.0985, -0.7410], [-0.1327, -0.5282, -1.1180], [1.8077, -0.2740, 0.1549], [-1.4547, 0.7828, 0.8054], [1.0529, 1.3223, 0.1480], [2.7246, -0.5784, 0.8304], [-0.2996, 1.1342, -0.5368], [1.2950, -2.0982, -0.8726], [-0.8764, -0.7860, -1.9247], [-2.3915, 0.3599, 0.5147], [-1.7335, 1.7852, 1.4098], [-0.9642, -0.0211, 1.3298]],
  "lowdin_charge": [-0.09, -0.28, -0.38, -0.28, -0.35, 0.12, 0.84, 0.11, 0.11, 0.03, 0.11, 0.04]
}

=====

2.
{
  "formula": "C4H5NOS",
  "method": "ωB97M-V/def2-TZVPD",
  "orbital_gap_ev": 8.1,
  "relative_energy_kcal_mol": 106.8,
  "total_charge": 0,
  "symbols": ["C", "C", "C", "C", "N", "O", "S", "H", "H", "H", "H", "H"],
  "xyz": [[0.9129, -1.0398, -0.7519], [-0.2315, -0.6808, -1.2341], [1.7025, -0.0178, 0.0728], [-1.4439, 0.8895, 0.8577], [1.2748, 1.1359, 0.3567], [2.8664, -0.1502, 0.6376], [-0.8230, 0.9499, -0.9039], [1.2768, -2.0210, -0.8448], [-0.8574, -1.3752, -1.6967], [-1.1174, 1.6503, 1.5810], [-0.9946, -0.0694, 1.0935], [-2.5656, 0.7286, 0.8322]],
  "lowdin_charge": [-0.06, -0.40, -0.64, -0.32, 0.21, -0.01, 0.94, 0.10, 0.06, 0.05, 0.02, 0.05]
}

=====

3.
{
  "formula": "C4H5NOS",
  "method": "ωB97M-V/def2-TZVPD",
  "orbital_gap_ev": 8.9,
  "relative_energy_kcal_mol": 62.9,
  "total_charge": 0,
  "symbols": ["C", "C", "C", "C", "N", "O", "S", "H", "H", "H", "H", "H"],
  "xyz": [[-0.9926, 1.1793, -0.5946], [0.1676, 0.8446, -1.1551], [-1.6809, 0.2019, 0.2866], [1.5255, -1.1076, 0.6636], [-0.9361, -0.9306, 0.3071], [-2.8245, 0.3014, 0.7367], [0.3594, -0.9387, -0.6717], [-1.4754, 2.1662, -0.6304], [0.7912, 1.3527, -1.9010], [0.9613, -1.6209, 1.3686], [1.5651, -0.1700, 1.1829], [2.5394, -1.2783, 0.4074]],
  "lowdin_charge": [-0.08, -0.20, -0.62, -0.25, -0.25, 0.02, 1.05, 0.13, 0.08, 0.03, 0.06, 0.04]
}

=====

4.
{
  "formula": "C4H5NOS",
  "method": "ωB97M-V/def2-TZVPD",
  "orbital_gap_ev": 8.3,
  "relative_energy_kcal_mol": 36.9,
  "smiles": "C=C(C=O)NC=S",
  "total_charge": 0,
  "symbols": ["C", "C", "C", "C", "H", "H", "H", "H", "H", "N", "O", "S"],
  "xyz": [[-0.2556, 1.2285, -0.8059], [-0.4362, 0.2477, 0.0406], [1.5899, -1.1496, -0.3852], [-1.5981, 0.2747, 0.9595], [-0.9365, 2.1195, -0.7582], [0.4771, 1.1907, -1.5738], [0.2030, -1.3829, 1.0183], [2.0306, -2.0072, 0.1229], [-1.6400, -0.5819, 1.6359], [0.5174, -0.7290, 0.3369], [-2.3821, 1.1997, 0.9933], [2.4304, -0.4102, -1.5842]],
  "lowdin_charge": [0.10, -0.31, -0.68, -0.20, 0.11, -0.01, 0.12, 0.06, 0.12, -0.01, 0.07, 0.65]
}

=====

5.
{
  "formula": "C4H5NOS",
  "method": "ωB97M-V/def2-TZVPD",
  "orbital_gap_ev": 9.5,
  "relative_energy_kcal_mol": 75.2,
  "smiles": "C=C[C@H]1ON=CS1",
  "total_charge": 0,
  "symbols": ["C", "C", "C", "C", "H", "H", "H", "H", "H", "N", "O", "S"],
  "xyz": [[-0.1728, 0.6776, -1.8202], [-0.7883, 0.7071, -0.6286], [-0.7502, -0.4790, 0.3752], [1.1941, -0.4693, 1.6349], [-0.2612, 1.6111, -2.3967], [0.5133, -0.0770, -2.1790], [-1.3939, 1.5858, -0.1410], [-1.7052, -0.9611, 0.4159], [2.1235, -0.1678, 2.1491], [1.4200, -1.1845, 0.5821], [0.2061, -1.3581, -0.0270], [-0.3854, 0.1151, 2.0353]],
  "lowdin_charge": [0.02, -0.17, -0.65, -0.49, 0.06, 0.07, 0.13, 0.10, 0.09, 0.04, -0.17, 0.97]
}

=====

6.
{
  "formula": "C4H5NOS2",
  "method": "ωB97M-V/def2-TZVPD",
  "orbital_gap_ev": 8.3,
  "relative_energy_kcal_mol": 26.0,
  "smiles": "C=C(SC=S)C(N)=O",
  "total_charge": 0,
  "symbols": ["C", "C", "C", "C", "H", "H", "H", "H", "H", "N", "O", "S", "S"],
  "xyz": [[0.4616, -0.7870, 0.3470], [0.1334, 0.7142, 0.2595], [1.0064, 1.6958, 0.0046], [-2.3758, -0.2092, -0.1302], [2.0028, -0.5598, -0.9781], [2.0045, -2.0292, -0.1491], [0.6192, 2.7067, -0.0908], [2.0778, 1.3940, -0.1711], [-1.8276, -0.9622, -0.6053], [1.6910, -1.0796, -0.1318], [-0.2278, -1.6076, 0.9804], [-1.5331, 1.0901, 0.6405], [-4.0324, -0.3662, 0.0242]],
  "lowdin_charge": [-0.54, -0.54, 0.01, -0.99, 0.12, 0.11, 0.07, 0.09, -0.01, 0.15, 0.03, 0.94, 0.56]
}

=====

7.
{
  "formula": "C4H5NOS2",
  "method": "ωB97M-V/def2-TZVPD",
  "orbital_gap_ev": 8.6,
  "relative_energy_kcal_mol": 46.6,
  "smiles": "On1ccc(S)c1S",
  "total_charge": 0,
  "symbols": ["C", "C", "C", "C", "H", "H", "H", "H", "H", "N", "O", "S", "S"],
  "xyz": [[1.1493, -0.1737, -0.0219], [0.7327, -1.5237, -0.0312], [-0.6529, -1.5373, -0.0517], [0.0129, 0.6258, -0.0102], [2.5811, 1.6517, -0.0140], [1.3777, -2.4095, -0.0538], [-1.3680, -2.3385, -0.0498], [-2.6072, 0.5392, -0.7778], [-0.4589, 2.5987, 1.1615], [-1.0619, -0.2528, -0.0648], [-2.3664, 0.1272, 0.0719], [2.8350, 0.3416, -0.0372], [-0.1734, 2.3515, -0.1209]],
  "lowdin_charge": [-0.66, -0.11, -0.06, -0.65, -0.17, 0.11, 0.12, 0.12, -0.12, -0.21, 0.04, 0.78, 0.81]
}

=====

8.
{
  "formula": "C4H5NS",
  "method": "ωB97M-V/def2-TZVPD",
  "orbital_gap_ev": 9.7,
  "relative_energy_kcal_mol": 82.2,
  "smiles": "C1=NS[C@@H]2C[C@@H]12",
  "total_charge": 0,
  "symbols": ["C", "C", "C", "C", "H", "H", "H", "H", "H", "N", "S"],
  "xyz": [[-2.0362, -0.2716, -0.0216], [-0.6600, -0.6349, 0.4162], [0.2726, 1.4709, 0.0992], [-0.8978, 0.6562, -0.3437], [-2.5326, -0.7108, -0.8649], [-2.6834, -0.0999, 0.7917], [-0.5493, -0.4399, 1.4819], [0.3421, 2.5611, 0.1839], [-0.6712, 0.4579, -1.3985], [1.3569, 0.7965, 0.1093], [1.0328, -0.9167, -0.1162]],
  "lowdin_charge": [-0.06, -0.54, -0.24, -0.30, 0.10, 0.09, 0.09, 0.11, 0.12, -0.26, 0.89]
}

=====

| no. | DFT total energy (eV) |
| --- | --- |
| 1 | -18598.240 |
| 2 | -18597.288 |
| 3 | -18599.192 |
| 4 | -18600.320 |
| 5 | -18598.656 |
| 6 | -29435.968 |
| 7 | -29435.072 |
| 8 | -16550.500 |